Entry a
The following is a DFT calculation (ωB97M-V/def2-TZVPD) of an isolated molecule of C13H21N3O3S.

Geometry as XYZ:
```
41
Properties=species:S:1:pos:R:3
H 2.323 -0.047 2.435
H -0.032 -0.298 2.489
C -1.831 1.475 -3.663
C -0.248 -1.702 1.024
H -2.042 -0.380 -2.607
H -1.916 -3.040 1.246
O -0.571 4.872 -5.028
N -0.417 0.120 -0.539
C 2.093 -3.408 2.999
H -2.863 5.196 -3.644
O -1.939 3.149 -6.169
C -1.345 -2.355 1.867
C 1.966 -1.941 3.407
C 1.854 -1.004 2.183
C -1.580 0.593 -2.629
C -0.891 -1.120 -0.253
H 0.580 2.497 -0.834
H 3.259 -2.206 5.120
H 2.403 -1.428 1.339
H -2.482 1.209 -4.480
H 0.443 -2.475 0.667
C 3.169 -1.544 4.261
H 1.245 -3.737 2.404
H 1.060 -1.819 4.013
N 0.516 -0.678 1.723
C -0.711 0.962 -1.600
H -3.789 4.031 -4.424
H -2.023 -1.593 2.248
C -1.224 2.716 -3.671
H 3.068 -0.524 4.626
H -0.923 -2.902 2.707
C -0.359 3.095 -2.662
O -1.702 -1.739 -0.903
N -2.987 4.635 -4.469
H 0.108 4.066 -2.716
S -1.590 3.870 -4.985
H 4.084 -1.614 3.678
H 2.149 -4.040 3.883
H 0.246 0.448 0.166
H 3.000 -3.557 2.416
C -0.100 2.219 -1.627
```

Computed properties:
SMILES: CC(C)CN[C@@H](C)C(=O)Nc1ccc(S(N)(=O)=O)cc1

Mulliken population analysis, charges in e, atoms 1 to 5: 0.428, 0.233, -0.763, 0.695, 0.534



Entry b
The following is a DFT calculation (ωB97M-V/def2-TZVPD) of an isolated molecule of C13H21N3O3S.

Geometry as XYZ:
```
41
Properties=species:S:1:pos:R:3
H 2.498 3.003 2.973
H -1.861 -2.140 1.565
O 1.144 3.335 -0.740
H -0.282 1.915 -2.486
O -1.308 3.129 -0.672
C 1.129 0.858 3.149
O 0.300 -1.129 4.350
N 2.702 0.760 -3.650
C -1.674 -1.644 2.513
C 1.129 -0.781 5.450
C 1.983 2.906 1.997
H 1.930 0.898 -0.895
H 2.738 2.750 1.214
H 1.009 -1.546 6.229
N 1.847 1.634 -2.882
C 1.032 1.742 2.064
C 1.233 -0.539 -2.386
H 2.549 -1.338 -3.960
H -2.619 -1.365 2.945
C 0.232 -0.253 3.269
C 1.300 0.847 -1.818
H 1.453 3.819 1.775
H -2.894 -0.342 0.769
C 0.032 1.517 1.128
C -0.905 0.447 1.271
H 0.870 0.215 5.879
C -0.748 -0.457 2.319
H -1.769 -0.297 -0.604
C 1.919 -0.464 -3.800
S 0.000 2.480 -0.418
H 1.772 -1.195 -1.689
H 1.155 -0.422 -4.558
H 2.207 -0.741 5.136
C -2.068 0.231 0.308
H 0.208 -0.912 -2.452
H -2.550 1.195 0.060
H 1.907 1.072 3.866
H 2.967 1.140 -4.536
N -0.035 1.386 -1.652
H 2.380 2.393 -2.458
H -1.216 -2.411 3.127
```

Computed properties:
SMILES: COc1cc(C)c(S(=O)(=O)N[C@H]2CCNN2)c(C)c1C

Mulliken population analysis, charges in e, atoms 1 to 5: 0.389, 0.449, -0.712, 0.331, -0.816



Least stable of them? entry b.